--- 1 ---
{
  "formula": "C8H11N",
  "method": "ωB97M-V/def2-TZVPD",
  "smiles": "C1=C[C@@]23C[C@]2(C1)CCN3",
  "total_charge": 0,
  "homo_lumo_gap_ha": 0.34336,
  "elements": ["C", "C", "C", "C", "C", "C", "C", "C", "N", "H", "H", "H", "H", "H", "H", "H", "H", "H", "H", "H"],
  "coordinates": [[1.3117, 1.6568, -0.6134], [1.4601, 1.0316, 0.5723], [0.3519, 0.1125, 0.8753], [-1.0791, 0.7791, 1.0586], [-0.6347, 0.3334, -0.2703], [-0.0059, 1.3655, -1.2299], [-0.7623, -1.0393, -0.8891], [-0.2657, -2.0108, 0.2223], [0.7723, -1.2177, 1.0391], [2.2565, 2.2116, -1.0842], [2.5085, 0.9534, 1.2033], [-1.4777, 1.8038, 1.0839], [-1.7958, 0.2198, 1.7166], [-0.6832, 2.2852, -1.1591], [0.1703, 0.9340, -2.2690], [-0.0486, -1.1851, -1.8333], [-1.8502, -1.2027, -1.2064], [0.2107, -2.8928, -0.1335], [-1.0304, -2.5125, 0.8324], [0.5915, -1.6259, 2.0842]]
}

***

--- 2 ---
{
  "formula": "C8H11N",
  "method": "ωB97M-V/def2-TZVPD",
  "total_charge": 0,
  "homo_lumo_gap_ha": 0.37637,
  "elements": ["C", "C", "C", "C", "C", "C", "C", "C", "N", "H", "H", "H", "H", "H", "H", "H", "H", "H", "H", "H"],
  "coordinates": [[0.9715, 2.0018, 0.5487], [2.0091, 0.7683, -1.3483], [1.1213, 1.0331, -0.4308], [-1.6371, 0.4695, 0.3426], [-0.8647, -0.7755, 0.8844], [-0.5378, -0.1898, -0.4192], [0.0340, -0.8584, 2.1627], [-0.4744, -0.8202, -1.7440], [0.7600, 2.6569, 1.4915], [1.8024, -0.0374, -2.0611], [3.0180, 1.1474, -1.4181], [-2.6241, 0.0852, -0.0228], [-1.5184, 1.4682, 0.6482], [-1.4278, -1.6672, 0.7469], [0.3883, 0.2347, 2.4073], [1.0409, -1.2758, 1.9706], [-0.6534, -1.2712, 2.9397], [0.4367, -1.4406, -1.9788], [-0.4544, -0.1100, -2.6464], [-1.3900, -1.4189, -2.0732]]
}

***

Among the structures above, stability is smallest for 2.